Below is a molecular structure, C31H50MnO3P2S in a non-equilibrium geometry, with properties calculated with ωB97M-V/def2-TZVPD.

Element x y z (Å)
Mn 0.07890 0.80784 -1.22988
C 0.72268 0.38575 1.05221
C 1.78304 0.88950 0.23685
C -0.06147 2.34993 0.04712
C -0.38878 1.27048 0.95518
C 1.34586 2.14601 -0.35833
C 0.83854 -0.79280 1.95544
H 1.88062 -0.94034 2.26415
H 0.44514 -1.73074 1.53138
H 0.24194 -0.63187 2.85816
C -1.64737 1.20095 1.72827
H -1.84254 0.19778 2.12467
H -2.49903 1.44593 1.08718
H -1.64798 1.91633 2.56430
C -0.99075 3.40113 -0.43165
H -0.93521 4.28733 0.21854
H -2.03334 3.04734 -0.44698
H -0.75540 3.71897 -1.45484
C 2.12649 3.03428 -1.25761
H 2.63018 3.81179 -0.66796
H 1.45292 3.53364 -1.97252
H 2.88468 2.48416 -1.84202
C 3.17504 0.33634 0.20146
H 3.77358 0.65503 1.07301
H 3.70508 0.66671 -0.69991
H 3.17245 -0.76574 0.19929
C -1.11169 -1.89438 -1.38414
C -0.07667 -2.70548 -1.09646
C 1.25646 -2.74886 -1.78000
C 1.53497 -1.78574 -2.96268
C 1.47542 -0.32504 -2.75533
C 0.41053 0.49990 -3.19279
C -1.07761 0.15239 -3.09787
C -1.45020 -1.31462 -2.74710
H 1.35311 -3.78667 -2.15188
H 0.91283 -2.06435 -3.83506
H 2.06600 -2.61100 -1.03292
H -1.01449 -1.97740 -3.50763
H -1.78346 -1.59257 -0.55401
H -0.13497 -3.35930 -0.21102
H -2.53923 -1.43418 -2.86668
H -1.68928 0.88827 -2.50522
H 0.67340 1.44212 -3.68432
H -1.45272 0.40681 -4.12469
H 2.58495 -1.96765 -3.25481
H 2.47183 0.13384 -2.73588
P -0.55260 -1.65618 -5.70302
P -0.56699 1.45687 -5.92832
C -0.52102 -0.92770 -7.42876
C -1.10349 0.48844 -7.42914
H -1.06951 -1.60498 -8.09643
H 0.52504 -0.93836 -7.77243
H -0.79628 1.04078 -8.32676
H -2.20439 0.45910 -7.44233
C -1.37659 3.05041 -6.33004
H -0.93671 3.84021 -5.71211
H -2.44934 2.96239 -6.12170
H -1.23515 3.31154 -7.38510
C 1.14125 1.79788 -6.50826
H 1.16279 1.99449 -7.58480
H 1.77864 0.93634 -6.29129
H 1.52940 2.67789 -5.98949
C -2.33783 -2.14909 -5.74689
H -2.58694 -2.70058 -4.82985
H -2.51941 -2.82487 -6.59053
H -2.98637 -1.27183 -5.83945
C 0.17940 -3.31194 -6.08743
H 1.13352 -3.19052 -6.61986
H -0.51185 -3.90246 -6.71580
H 0.35129 -3.87057 -5.15320
C -3.15600 -3.85384 8.09878
C -2.94603 -3.75057 6.61945
C -3.50954 -4.71138 5.77473
C -3.35645 -4.61245 4.38334
C -2.63725 -3.53349 3.85134
C -2.05618 -2.57652 4.68615
C -2.20880 -2.69295 6.07173
S -2.43251 -3.37043 2.07016
O -1.17600 -4.08539 1.75834
O -3.66108 -3.98677 1.61109
O -2.32585 -1.92890 1.87282
H -4.22374 -3.79376 8.35062
H -2.78548 -4.81948 8.46486
H -2.63300 -3.04486 8.62008
H -4.08751 -5.53514 6.18560
H -3.80187 -5.35314 3.74500
H -1.51237 -1.74878 4.25779
H -1.76758 -1.95005 6.73659

Computed properties:
- Highest occupied orbital energy (spin up / spin down): -0.3745 / -0.3804 Eh
- DFT total energy: -3668.39264 hartree
- Energy relative to the best compared isomer or geometry (same formula, charge and spin): 0.0000 eV
- Spin multiplicity: 5
- HOMO-LUMO gap (spin up / spin down): 0.2548 / 0.1233 Eh
- Charge: +1
- Max |F|: 4.69 eV/A

Below is a molecular structure, C31H50O3P2PrS in a non-equilibrium geometry, with properties calculated with ωB97M-V/def2-TZVPD.

Element x y z (Å)
Pr -0.87847 0.90739 -0.56377
C 0.67035 1.29086 2.13214
C 1.53463 1.47506 1.01221
C -0.02981 3.17472 0.98303
C -0.27970 2.35269 2.12835
C 1.12848 2.66568 0.32080
C 0.92954 0.35505 3.25307
H 1.99019 0.39938 3.55152
H 0.70726 -0.69498 2.99793
H 0.33335 0.60481 4.14185
C -1.10133 2.76417 3.28862
H -1.51281 1.90562 3.83254
H -1.94300 3.39535 2.97365
H -0.49586 3.34718 4.00990
C -0.79623 4.40300 0.64026
H -0.89930 5.07344 1.51025
H -1.82214 4.15971 0.30992
H -0.32268 4.97059 -0.17031
C 1.90998 3.34804 -0.74190
H 2.83464 3.80420 -0.34375
H 1.35261 4.15906 -1.22781
H 2.23429 2.65314 -1.52573
C 2.84097 0.79789 0.84872
H 3.63448 1.30467 1.42237
H 3.16599 0.79433 -0.19529
H 2.81193 -0.24103 1.20267
C 1.55431 -3.41901 0.05831
C 2.75896 -3.50154 0.63999
C 4.06877 -3.15864 -0.00733
C 4.22894 -3.47541 -1.53255
C 4.11649 -2.31767 -2.47503
C 3.09299 -1.45508 -2.49237
C 2.02987 -1.49103 -1.44186
C 1.33459 -2.87076 -1.30603
H 4.84902 -3.75986 0.49081
H 3.51810 -4.26665 -1.81308
H 4.32862 -2.10945 0.21620
H 1.68075 -3.54833 -2.10072
H 0.66342 -3.81472 0.54773
H 2.83730 -3.86723 1.66779
H 0.25002 -2.75250 -1.43768
H 2.46464 -1.23583 -0.48094
H 2.98327 -0.67499 -3.25364
H 1.26435 -0.71796 -1.62184
H 5.23407 -3.90294 -1.69020
H 4.93446 -2.21611 -3.19461
P -1.37634 -0.40659 -3.00304
P -1.12225 2.57630 -2.82422
C -1.93190 0.51162 -4.54882
C -2.20803 1.97189 -4.21207
H -2.84477 0.02476 -4.93083
H -1.14101 0.40510 -5.31266
H -2.06427 2.62247 -5.08856
H -3.24595 2.09125 -3.86639
C -1.52558 4.36452 -2.94638
H -0.76637 4.96790 -2.43046
H -2.49475 4.55608 -2.46658
H -1.58499 4.69097 -3.99649
C 0.46564 2.58849 -3.77807
H 0.26258 2.53885 -4.85605
H 1.12019 1.74625 -3.51391
H 1.01542 3.51502 -3.56609
C -2.90045 -1.39715 -2.72003
H -3.12717 -1.49667 -1.65128
H -2.74415 -2.39667 -3.14752
H -3.75275 -0.91804 -3.22239
C -0.30933 -1.63804 -3.83250
H -0.26866 -1.46210 -4.91264
H -0.68310 -2.65064 -3.63986
H 0.71347 -1.56948 -3.45403
C -2.12094 -2.51727 6.92306
C -2.27614 -2.08035 5.48927
C -2.26466 -3.01638 4.44887
C -2.37821 -2.62028 3.11707
C -2.59825 -1.26273 2.81583
C -2.71802 -0.33202 3.84611
C -2.48381 -0.72944 5.16451
S -2.70418 -0.78249 1.09894
O -1.34014 -1.16829 0.51895
O -3.81034 -1.44706 0.46220
O -2.73923 0.73403 0.98064
H -3.08130 -2.57330 7.45171
H -1.67296 -3.51272 6.98296
H -1.48826 -1.81814 7.48269
H -2.16905 -4.08056 4.68719
H -2.31552 -3.35723 2.31937
H -3.02006 0.69346 3.60212
H -2.49472 0.02036 5.96514

Computed properties:
- Highest occupied orbital energy (spin up / spin down): -0.3642 / -0.3648 Eh
- DFT total energy: -3034.66317 hartree
- Energy relative to the best compared isomer or geometry (same formula, charge and spin): 0.0000 eV
- Spin multiplicity: 3
- HOMO-LUMO gap (spin up / spin down): 0.2512 / 0.2559 Eh
- Charge: +1
- Max |F|: 5.17 eV/A

Below is a molecular structure, C31H50P2Sn in a non-equilibrium geometry, with properties calculated with ωB97M-V/def2-TZVPD.

Element x y z (Å)
Sn -1.38005 -0.94773 -2.27920
C 3.02262 2.18595 1.88530
C 1.74952 2.79666 2.07556
C 2.41653 1.90106 4.08543
C 3.43106 1.63029 3.12889
C 1.37936 2.62252 3.43461
C 3.74651 2.05243 0.61162
H 3.48893 2.86920 -0.07087
H 3.49413 1.10479 0.11090
H 4.83050 2.06512 0.77804
C 4.66056 0.85224 3.35975
H 5.46847 1.20747 2.71080
H 4.50783 -0.21703 3.15032
H 4.98480 0.94467 4.40465
C 2.41475 1.41970 5.48124
H 3.42311 1.47729 5.90590
H 2.08758 0.37109 5.54327
H 1.73631 2.02014 6.09658
C 0.12332 3.10833 4.04412
H 0.13947 4.19991 4.17962
H -0.03305 2.64973 5.02689
H -0.73888 2.87139 3.40752
C 0.93200 3.47156 1.04599
H 0.85440 4.55169 1.24184
H -0.09265 3.07040 1.02947
H 1.36895 3.34021 0.05166
C -2.37485 -1.98873 -3.67479
C -1.32867 -1.29015 -4.39500
C -1.77831 -0.13793 -5.28902
C -1.80088 1.17220 -4.54884
C -1.49232 0.99514 -3.04505
C -2.60777 0.65265 -2.19659
C -3.85060 0.04937 -2.83511
C -3.71666 -1.34127 -3.54771
H -2.79296 -0.37709 -5.61429
H -2.81817 1.62464 -4.62659
H -1.22415 -0.07389 -6.22332
H -4.16161 -1.25476 -4.55365
H -2.25066 -3.08268 -3.54309
H -0.43867 -1.77961 -4.76798
H -4.33343 -2.06545 -3.01534
H -4.63993 -0.06563 -2.07873
H -2.84521 1.31943 -1.36504
H -4.33386 0.71805 -3.57106
H -1.05274 1.86111 -4.97226
H -0.51878 1.32430 -2.78334
P 1.10027 0.29131 -5.09901
P -3.06849 -2.07562 2.30003
C -1.78146 -1.90853 -0.37703
C -2.83340 -1.28601 0.50512
H -0.76294 -1.81613 0.01116
H -2.00436 -2.92405 -0.74711
H -2.58118 -0.22173 0.66890
H -3.81065 -1.27567 -0.02267
C -3.70843 -3.70635 1.73427
H -3.04426 -4.45033 2.18991
H -3.72089 -3.86097 0.64658
H -4.71738 -3.82052 2.13439
C -4.63032 -1.21930 2.67514
H -5.35070 -1.99007 2.96738
H -5.00065 -0.60688 1.83880
H -4.37292 -0.57992 3.53044
C 1.90076 -0.47975 -3.64476
H 2.54116 0.27877 -3.12841
H 2.52861 -1.33500 -3.95592
H 1.24371 -0.90444 -2.87027
C 1.55094 1.18801 -6.58563
H 2.04264 2.10006 -6.15958
H 0.59728 1.39364 -7.12011
H 2.21756 0.46684 -7.13464
C 1.76332 -0.69835 0.11576
C 1.87943 -1.22995 1.40462
C 2.96735 -2.09417 1.75226
C 3.13114 -2.52347 3.06178
C 2.21148 -2.14038 4.05803
C 1.11969 -1.32168 3.72691
C 0.94286 -0.87725 2.42590
H 2.46246 -1.02803 -0.65932
H 1.04463 0.08204 -0.09042
H 3.66477 -2.39810 0.96570
H 3.97252 -3.16599 3.33026
H 2.34616 -2.48117 5.08325
H 0.40534 -1.03151 4.50223
H 0.09815 -0.22811 2.17301

Computed properties:
- Highest occupied orbital energy (spin up / spin down): -0.4328 / -0.4314 Eh
- DFT total energy: -2107.19769 hartree
- Energy relative to the best compared isomer or geometry (same formula, charge and spin): 6.0008 eV
- HOMO-LUMO gap (spin up / spin down): 0.1309 / 0.1317 Eh
- Charge: +2
- Max |F|: 7.04 eV/A

Below is 4 unconnected molecules or ions with the total composition C31H51F9N2O2 in a non-equilibrium geometry, with properties calculated with ωB97M-V/def2-TZVPD.

Element x y z (Å)
C -5.01129 3.44366 1.40642
C -3.71799 3.97778 0.61966
C -3.85981 5.38620 -0.10632
N -2.59909 3.26316 0.63232
C -2.89677 1.88015 0.25980
C -2.97356 1.57244 -1.12644
C -3.28979 0.03769 -1.44891
O -2.80471 -0.58201 -2.40569
C -4.34806 -0.64153 -0.43958
N -5.34907 -1.50508 -1.04260
C -4.27384 -0.33279 0.94618
C -5.30403 -0.92095 1.98129
F -6.46000 -0.08209 1.90966
F -5.71366 -2.25124 1.68985
C -4.74515 -0.99233 3.49348
F -3.55000 -1.75776 3.48007
F -4.59018 0.26430 4.08562
C -5.73674 -1.81815 4.47334
F -5.54325 -3.21444 4.35753
F -7.08476 -1.51162 4.27276
C -5.43979 -1.49116 6.03353
F -6.05499 -2.54252 6.76057
F -6.06571 -0.31990 6.45757
F -4.09137 -1.54853 6.35682
C -3.09408 0.68733 1.31939
O -2.34839 0.57183 2.32070
H -5.74044 4.30184 1.60320
H -5.50375 2.59508 0.82487
H -4.61879 3.00491 2.38569
H -4.69661 5.95190 0.44260
H -2.91644 6.00904 -0.02672
H -4.24397 5.28153 -1.18304
H -2.85052 2.33987 -1.94757
H -5.13700 -2.46764 -0.71716
H -5.23669 -1.52202 -2.07123
C 3.18723 -3.95143 0.82727
C 3.00262 -2.54938 0.26216
C 2.67500 -1.50873 1.33349
C 1.36096 -1.74039 2.08621
C 0.11313 -1.81469 1.20552
C -0.16293 -0.52414 0.44694
H 2.27613 -4.31999 1.30369
H 3.44652 -4.64981 0.02723
H 3.99415 -3.96934 1.56491
H 2.22519 -2.56388 -0.50886
H 3.92735 -2.25067 -0.24140
H 2.65787 -0.51726 0.86736
H 3.49105 -1.48073 2.06448
H 1.23295 -0.93308 2.81626
H 1.43300 -2.66318 2.67145
H -0.74988 -2.03388 1.84400
H 0.18914 -2.64722 0.49977
H -0.29417 0.31207 1.13663
H -1.07728 -0.62495 -0.14267
H 0.64977 -0.28205 -0.24285
C 7.03826 -9.61185 -2.72652
C 6.85400 -8.20912 -3.29022
C 6.52856 -7.16908 -2.21758
C 5.21533 -7.40029 -1.46330
C 3.96587 -7.47287 -2.34245
C 3.68958 -6.18108 -3.10005
H 6.12750 -9.98005 -2.24919
H 7.29592 -10.30953 -3.52727
H 7.84598 -9.63099 -1.98990
H 6.07561 -8.22236 -4.06021
H 7.77821 -7.91070 -3.79467
H 6.51162 -6.17719 -2.68283
H 7.34553 -7.14235 -1.48767
H 5.08912 -6.59331 -0.73226
H 5.28746 -8.32358 -0.87894
H 3.10391 -7.69195 -1.70305
H 4.04019 -8.30470 -3.04875
H 3.56078 -5.34428 -2.40811
H 2.77465 -6.27724 -3.68911
H 4.50089 -5.93545 -3.78975
C 2.78076 9.07374 -0.10611
C 1.98530 9.38871 -1.36604
C 0.50090 9.63391 -1.09314
C -0.25962 8.43947 -0.50855
C -0.21295 7.16433 -1.35187
C -0.85648 7.32815 -2.72237
H 2.43154 8.15793 0.37581
H 3.83660 8.93512 -0.35128
H 2.70673 9.89274 0.61438
H 2.11311 8.57954 -2.09259
H 2.40613 10.28589 -1.83025
H 0.01958 9.95166 -2.02481
H 0.40034 10.47853 -0.40227
H -1.30639 8.73229 -0.36439
H 0.12732 8.21370 0.49065
H -0.74188 6.37126 -0.81218
H 0.81750 6.81759 -1.46861
H -1.90465 7.62557 -2.62731
H -0.82102 6.38457 -3.27185
H -0.33934 8.07898 -3.32467

Computed properties:
- Highest occupied orbital energy: -0.3461 Eh
- DFT total energy: -2370.41774 hartree
- HOMO-LUMO gap: 0.2967 Eh
- Charge: 0
- SMILES: CC(C)=NC1=CC(=O)C(N)=C(C(F)(F)C(F)(F)C(F)(F)C(F)(F)F)C1=O.CCCCCC.CCCCCC.CCCCCC
- Max |F|: 4.53 eV/A

Below is a single C31H51N3O3S molecule in a non-equilibrium geometry, with properties calculated with ωB97M-V/def2-TZVPD.

Element x y z (Å)
H 0.56848 -1.23056 3.60997
N 0.84715 -0.51750 4.28689
C -0.15390 -0.08933 4.91653
C 0.06222 0.96443 5.95625
C -1.55925 -0.63340 4.69023
C -1.91848 -0.49435 3.22119
N -1.54861 0.60400 2.63955
C -1.87445 0.64946 1.32011
C -1.51224 1.77653 0.58494
C -1.77584 1.86512 -0.72034
C -2.42750 0.82621 -1.42298
C -2.65189 0.99809 -2.91215
C -1.82523 0.01488 -3.81436
C -0.65740 0.65503 -4.57996
C 0.36979 1.40436 -3.72708
C 1.63881 0.60221 -3.46108
C 2.72139 1.50104 -2.85405
C 2.32877 2.05685 -1.49457
C 3.53476 2.51255 -0.65023
C 3.47390 2.02922 0.79622
C 4.84782 1.61181 1.32298
C 5.47686 0.44675 0.51017
C 5.51047 -0.90763 1.22790
C 5.33542 -2.10892 0.25709
C 4.23962 -3.11762 0.70386
C 2.95373 -2.99116 -0.12091
C 2.46121 -1.53001 -0.12688
C -2.81775 -0.25674 -0.72196
C -3.56898 -1.38117 -1.37096
C -5.11076 -1.12042 -1.48446
C -5.52761 0.26016 -0.99974
S -7.28561 0.42613 -1.14794
O -7.67481 0.30063 -2.51000
O -7.95600 -0.43316 -0.23313
O -7.52043 1.93223 -0.69150
C -2.53886 -0.36022 0.65686
N -2.93458 -1.47874 1.31885
C -2.62974 -1.53851 2.57906
C -3.07672 -2.77030 3.31399
H -0.37458 0.61684 6.89144
H 1.11942 1.11711 6.12622
H -0.38432 1.89283 5.60824
H -1.51910 -1.66611 5.01216
H -2.22981 -0.04081 5.30827
H -1.00525 2.59641 1.06624
H -1.47144 2.74530 -1.26361
H -2.53382 2.02902 -3.22690
H -3.69716 0.74135 -3.08308
H -1.52884 -0.84864 -3.23125
H -2.52004 -0.35800 -4.56796
H -1.04982 1.29158 -5.36697
H -0.12374 -0.15774 -5.07234
H 0.67823 2.28896 -4.28793
H -0.02654 1.77777 -2.79354
H 1.49603 -0.21120 -2.74586
H 2.03607 0.16898 -4.37737
H 3.66881 0.97233 -2.74989
H 2.88236 2.33840 -3.53282
H 1.70384 2.93409 -1.66264
H 1.73176 1.36067 -0.90862
H 3.58978 3.59832 -0.61096
H 4.44614 2.18734 -1.14773
H 2.79720 1.18200 0.89075
H 3.11578 2.80964 1.46568
H 5.53934 2.45376 1.29969
H 4.76669 1.31255 2.36607
H 4.92789 0.32599 -0.42241
H 6.48980 0.73845 0.24538
H 6.49900 -1.02958 1.67119
H 4.80770 -0.96728 2.05028
H 6.26334 -2.66681 0.20782
H 5.06996 -1.75682 -0.73684
H 3.99380 -2.92995 1.74144
H 4.66945 -4.10660 0.57058
H 2.18589 -3.65581 0.27293
H 3.13620 -3.31763 -1.14302
H 2.86174 -1.02939 -1.00154
H 1.37421 -1.46729 -0.12320
H 2.78747 -1.03096 0.77708
H -3.46818 -2.30109 -0.81300
H -3.20959 -1.56973 -2.37246
H -5.63922 -1.83352 -0.86050
H -5.43728 -1.27522 -2.50631
H -5.10141 1.08179 -1.56168
H -5.31379 0.35227 0.06050
H -8.46798 2.11025 -0.76422
H -3.28926 -2.51401 4.34471
H -2.32443 -3.55326 3.27933
H -3.98927 -3.11070 2.84015

Computed properties:
- Highest occupied orbital energy: -0.3318 Eh
- DFT total energy: -1999.98611 hartree
- HOMO-LUMO gap: 0.3223 Eh
- Charge: 0
- SMILES: [H]/N=C(/C)Cc1nc2ccc(CCCCCCCCCCCCCCCC)c(CCCS(=O)(=O)O)c2nc1C
- Max |F|: 1.74 eV/A

Which of these has the highest charge?
C31H50P2Sn